A | Molecular formula: C39H88N4O7
Method: DFT, the ωB97M-V functional and the def2-TZVPD basis

The geometry in XYZ format:
```
138
Properties=species:S:1:pos:R:3:lowdin_charge:R:1
C 13.192 -5.984 -19.315 -0.05
C 12.143 -6.041 -18.200 -0.48
C 12.456 -6.884 -17.072 -0.06
C 12.195 -4.502 -17.633 -0.13
C 10.966 -4.127 -16.917 -0.20
C 9.786 -4.292 -17.903 -0.17
C 9.574 -5.764 -18.265 -0.46
C 8.859 -6.487 -17.153 -0.05
C 8.491 -5.611 -19.373 -0.06
N 10.840 -6.343 -18.934 -0.10
O 10.804 -7.630 -19.448 0.00
H 12.925 -5.291 -20.113 0.09
H 14.179 -5.763 -18.908 0.08
H 13.279 -6.944 -19.825 0.08
H 13.322 -6.537 -16.509 0.10
H 11.581 -7.113 -16.463 0.08
H 12.748 -7.919 -17.250 0.09
H 13.080 -4.364 -17.012 0.12
H 12.228 -3.837 -18.496 0.11
H 10.706 -4.686 -16.018 0.11
H 10.892 -3.048 -16.780 0.11
H 9.952 -3.626 -18.750 0.12
H 8.922 -3.761 -17.502 0.12
H 8.516 -7.479 -17.447 0.09
H 8.061 -5.840 -16.790 0.09
H 9.364 -6.655 -16.202 0.07
H 8.674 -5.041 -20.284 0.08
H 7.584 -5.140 -18.996 0.08
H 8.123 -6.588 -19.686 0.08
H 11.045 -8.168 -18.690 0.08
C -2.565 -8.268 -21.276 -0.07
C -1.459 -9.203 -20.888 -0.45
C -2.025 -10.687 -20.721 -0.01
C -0.486 -9.094 -22.131 -0.14
C 0.915 -9.718 -21.910 -0.13
C 1.543 -9.090 -20.624 -0.16
C 0.703 -9.152 -19.367 -0.54
C 0.781 -10.640 -18.873 -0.03
C 1.332 -8.319 -18.352 -0.07
N -0.646 -8.616 -19.735 -0.10
O -1.453 -8.519 -18.646 -0.03
H -3.139 -8.588 -22.146 0.09
H -3.209 -8.141 -20.406 0.08
H -2.305 -7.229 -21.481 0.09
H -2.723 -10.764 -21.555 0.07
H -1.341 -11.534 -20.770 0.06
H -2.598 -10.681 -19.794 0.08
H -0.813 -9.676 -22.993 0.11
H -0.548 -8.061 -22.473 0.11
H 0.857 -10.782 -21.679 0.10
H 1.559 -9.433 -22.742 0.10
H 1.831 -8.043 -20.721 0.11
H 2.484 -9.513 -20.272 0.11
H 0.200 -10.855 -17.976 0.08
H 1.771 -11.010 -18.609 0.08
H 0.380 -11.361 -19.586 0.05
H 1.065 -7.321 -18.699 0.09
H 2.410 -8.290 -18.198 0.10
H 0.844 -8.274 -17.379 0.09
H -1.920 -7.681 -18.668 0.10
C 9.885 -3.795 -29.230 -0.04
C 11.174 -3.620 -28.402 -0.51
C 12.003 -2.456 -28.989 -0.05
C 10.754 -3.089 -27.027 -0.13
C 10.269 -4.302 -26.096 -0.16
C 11.375 -5.386 -26.069 -0.15
C 11.699 -5.946 -27.477 -0.50
C 12.846 -6.910 -27.326 -0.06
C 10.560 -6.836 -28.016 -0.04
N 12.088 -4.778 -28.324 -0.08
O 12.486 -5.161 -29.643 -0.02
H 9.432 -2.885 -29.623 0.08
H 10.173 -4.415 -30.079 0.08
H 8.997 -4.261 -28.803 0.08
H 11.954 -2.677 -30.055 0.07
H 11.602 -1.449 -28.873 0.09
H 13.044 -2.442 -28.668 0.09
H 11.523 -2.624 -26.411 0.11
H 9.868 -2.454 -27.040 0.11
H 10.284 -4.053 -25.035 0.10
H 9.324 -4.721 -26.441 0.09
H 11.063 -6.049 -25.261 0.12
H 12.289 -4.981 -25.635 0.11
H 13.705 -6.405 -26.883 0.09
H 13.014 -7.454 -28.255 0.09
H 12.543 -7.570 -26.513 0.09
H 9.532 -6.677 -27.690 0.07
H 10.698 -7.912 -27.915 0.08
H 10.369 -6.651 -29.073 0.07
H 13.287 -4.653 -29.793 0.10
C 3.207 -8.793 -32.012 -0.03
C 3.984 -7.997 -30.964 -0.47
C 5.132 -7.002 -31.406 -0.03
C 2.987 -7.111 -30.244 -0.15
C 2.036 -7.863 -29.256 -0.18
C 2.859 -8.688 -28.285 -0.17
C 3.866 -9.621 -28.949 -0.51
C 4.900 -9.952 -27.865 -0.05
C 3.188 -10.883 -29.384 -0.04
N 4.710 -8.955 -30.014 -0.12
O 5.625 -9.788 -30.711 -0.01
H 3.490 -8.458 -33.010 0.08
H 3.337 -9.874 -31.963 0.07
H 2.130 -8.634 -31.971 0.08
H 4.641 -6.165 -31.902 0.08
H 5.711 -6.770 -30.512 0.08
H 5.712 -7.445 -32.216 0.07
H 3.527 -6.429 -29.586 0.12
H 2.266 -6.577 -30.863 0.12
H 1.215 -7.272 -28.851 0.11
H 1.504 -8.680 -29.742 0.09
H 2.136 -9.245 -27.689 0.12
H 3.248 -8.012 -27.524 0.11
H 5.461 -10.824 -28.200 0.08
H 4.408 -10.130 -26.909 0.08
H 5.573 -9.117 -27.668 0.08
H 3.880 -11.673 -29.675 0.09
H 2.458 -10.754 -30.184 0.08
H 2.717 -11.245 -28.470 0.09
H 6.418 -9.673 -30.182 0.10
C 1.740 -2.323 -25.633 -0.05
C 2.132 -2.687 -24.118 -0.49
C 1.204 -3.771 -23.539 -0.06
O 3.361 -3.297 -24.289 -0.06
H 0.671 -2.353 -25.848 0.07
H 2.399 -2.789 -26.365 0.07
H 2.054 -1.291 -25.789 0.06
H 2.101 -1.796 -23.491 0.13
H 0.260 -3.233 -23.449 0.07
H 1.610 -3.931 -22.540 0.08
H 1.144 -4.591 -24.254 0.08
H 4.041 -2.662 -24.050 0.10
O 5.744 -7.251 -23.931 -0.05
H 4.939 -6.824 -23.636 0.03
H 5.463 -7.827 -24.642 0.02
O 8.433 -10.046 -22.836 -0.05
H 8.117 -9.204 -23.165 0.02
H 9.179 -9.821 -22.279 0.03
```

As for the orbital gap: 8.3 eV. The LUMO energy is 0.16 eV.

B | Molecular formula: C39H88N4O7
Method: DFT, the ωB97M-V functional and the def2-TZVPD basis

The geometry in XYZ format:
```
138
Properties=species:S:1:pos:R:3:lowdin_charge:R:1
C -1.208 0.222 4.105 -0.02
C -0.224 -0.882 4.494 -0.51
C 0.451 -1.473 3.258 -0.04
C 0.921 -0.198 5.312 -0.12
C 0.481 0.242 6.725 -0.16
C -0.062 -1.002 7.442 -0.14
C -1.148 -1.767 6.637 -0.51
C -1.186 -3.148 7.300 -0.06
C -2.486 -1.086 6.852 -0.04
N -0.781 -2.009 5.231 -0.11
O -1.758 -2.717 4.522 -0.01
H -0.726 0.985 3.496 0.06
H -2.012 -0.198 3.490 0.09
H -1.676 0.713 4.955 0.07
H 0.718 -0.697 2.532 0.06
H 1.310 -2.088 3.517 0.09
H -0.231 -2.035 2.613 0.08
H 1.683 -0.979 5.371 0.12
H 1.257 0.651 4.720 0.11
H 1.286 0.633 7.343 0.11
H -0.334 0.951 6.590 0.10
H -0.482 -0.750 8.418 0.12
H 0.741 -1.707 7.677 0.11
H -1.386 -3.087 8.370 0.09
H -0.308 -3.753 7.072 0.09
H -2.033 -3.742 6.929 0.08
H -2.993 -1.365 7.777 0.09
H -3.121 -1.347 6.000 0.09
H -2.439 0.004 6.913 0.07
H -1.512 -3.637 4.665 0.11
C -3.193 -4.008 0.644 -0.02
C -3.924 -4.122 -0.723 -0.53
C -4.154 -5.614 -0.956 -0.04
C -5.317 -3.538 -0.557 -0.15
C -5.358 -1.988 -0.546 -0.18
C -4.765 -1.528 -1.866 -0.14
C -3.349 -2.058 -2.125 -0.50
C -3.062 -1.824 -3.612 -0.03
C -2.330 -1.234 -1.315 -0.03
N -3.250 -3.478 -1.814 -0.10
O -2.037 -4.067 -2.210 0.01
H -2.166 -4.374 0.587 0.08
H -3.189 -2.953 0.932 0.06
H -3.700 -4.497 1.476 0.08
H -4.696 -6.096 -0.141 0.08
H -4.607 -5.825 -1.925 0.09
H -3.221 -6.192 -0.916 0.08
H -6.095 -3.874 -1.248 0.12
H -5.741 -3.775 0.426 0.12
H -6.358 -1.600 -0.341 0.11
H -4.811 -1.684 0.354 0.10
H -4.755 -0.435 -1.766 0.12
H -5.425 -1.753 -2.705 0.12
H -3.775 -2.314 -4.276 0.09
H -2.045 -2.167 -3.800 0.07
H -3.180 -0.766 -3.858 0.08
H -2.486 -1.161 -0.236 0.07
H -2.133 -0.205 -1.638 0.08
H -1.341 -1.692 -1.444 0.06
H -1.497 -4.027 -1.401 0.07
C 0.671 3.464 2.341 -0.03
C 0.600 3.331 0.806 -0.48
C 0.122 1.940 0.420 -0.04
C -0.553 4.332 0.374 -0.12
C -0.106 5.795 0.310 -0.16
C 1.082 5.807 -0.668 -0.16
C 2.278 4.979 -0.274 -0.51
C 3.201 4.909 -1.489 -0.03
C 3.048 5.624 0.910 -0.01
N 1.855 3.623 0.099 -0.11
O 2.970 2.825 0.422 -0.01
H 0.819 4.499 2.651 0.07
H -0.255 3.098 2.778 0.07
H 1.550 2.926 2.707 0.08
H 0.734 1.274 1.051 0.07
H -0.877 1.675 0.771 0.10
H 0.341 1.624 -0.599 0.07
H -0.885 4.061 -0.628 0.12
H -1.284 4.194 1.168 0.11
H -0.853 6.427 -0.168 0.11
H 0.229 6.178 1.274 0.11
H 1.394 6.838 -0.856 0.12
H 0.676 5.468 -1.627 0.12
H 3.240 5.886 -1.975 0.09
H 2.899 4.127 -2.190 0.07
H 4.249 4.656 -1.303 0.08
H 2.923 6.707 0.825 0.08
H 4.088 5.315 0.956 0.08
H 2.574 5.383 1.862 0.07
H 2.784 1.961 0.020 0.06
C -0.681 1.467 -6.819 -0.05
C 0.540 1.353 -5.944 -0.52
C 1.823 1.811 -6.662 -0.02
C 0.278 2.310 -4.750 -0.12
C 1.223 2.037 -3.544 -0.17
C 1.199 0.562 -3.133 -0.14
C 1.473 -0.398 -4.278 -0.49
C 2.992 -0.472 -4.581 -0.02
C 1.068 -1.786 -3.740 -0.02
N 0.676 -0.017 -5.438 -0.09
O 0.865 -0.953 -6.505 -0.01
H -1.528 0.884 -6.447 0.09
H -0.980 2.502 -6.975 0.09
H -0.521 1.032 -7.815 0.09
H 1.565 2.615 -7.364 0.08
H 2.577 2.198 -5.986 0.07
H 2.148 1.034 -7.356 0.08
H 0.649 3.313 -4.988 0.12
H -0.775 2.430 -4.501 0.11
H 2.189 2.493 -3.767 0.09
H 0.852 2.636 -2.704 0.09
H 0.270 0.361 -2.603 0.10
H 2.020 0.570 -2.408 0.10
H 3.505 0.488 -4.690 0.07
H 3.170 -0.982 -5.528 0.08
H 3.465 -0.974 -3.737 0.07
H 1.848 -2.128 -3.058 0.07
H 0.867 -2.534 -4.506 0.09
H 0.182 -1.748 -3.103 0.05
H -0.059 -1.060 -6.763 0.10
C 3.816 -0.616 1.821 -0.05
C 4.541 -0.508 0.481 -0.44
C 4.878 -1.875 -0.125 -0.04
O 3.709 0.225 -0.432 -0.09
H 3.403 0.336 2.161 0.08
H 4.505 -0.973 2.586 0.09
H 2.965 -1.302 1.803 0.06
H 5.404 0.100 0.768 0.14
H 5.045 -2.549 0.727 0.08
H 5.882 -1.978 -0.549 0.08
H 4.126 -2.294 -0.786 0.08
H 4.180 0.298 -1.270 0.11
O 0.632 -3.765 -0.154 -0.07
H 1.333 -4.111 -0.716 0.03
H 0.955 -2.893 0.143 -0.01
O 1.037 -1.033 -0.057 -0.06
H 1.934 -0.664 -0.009 0.02
H 0.461 -0.260 0.012 0.01
```

As for the orbital gap: 8.2 eV. The LUMO energy is 0.45 eV.

Referenced to the most stable arrangement, the calculated values in kcal/mol are A 106.1; B 0.0.

A | Molecular formula: C27H30N2O6
Method: DFT, the ωB97M-V functional and the def2-TZVPD basis

The geometry in XYZ format:
```
65
Properties=species:S:1:pos:R:3:nbo_charge:R:1
C 0.773 1.451 4.042 -0.26
O 0.945 0.150 3.523 -0.51
C 0.758 -0.034 2.193 0.39
C 1.163 -1.266 1.676 -0.28
C 1.085 -1.515 0.322 -0.20
C 0.591 -0.552 -0.550 -0.07
C 0.650 -0.755 -2.046 -0.05
C -0.530 -0.183 -2.779 -0.33
C -1.867 -0.293 -2.489 0.56
O -2.758 0.390 -3.195 -0.65
C -2.406 -1.056 -1.362 -0.19
C -1.879 -2.287 -0.976 -0.14
C -2.369 -2.971 0.121 -0.29
C -3.399 -2.392 0.842 0.40
C -3.951 -1.167 0.456 -0.10
C -3.475 -0.501 -0.644 -0.14
C -5.038 -0.822 1.429 -0.45
C -5.071 -2.071 2.340 0.10
C -6.369 -2.859 2.208 -0.62
O -3.972 -2.911 1.944 -0.49
C -0.067 0.751 -3.766 0.46
O -0.770 1.422 -4.521 -0.58
C 1.447 0.780 -3.670 0.59
O 2.219 1.398 -4.371 -0.59
N 1.776 -0.029 -2.633 -0.41
C 3.136 -0.414 -2.319 -0.25
C 4.117 0.760 -2.096 -0.22
N 3.964 1.573 -0.914 -0.45
C 2.839 2.488 -0.941 -0.25
C 2.951 3.442 0.248 -0.07
O 2.982 2.738 1.471 -0.54
C 4.079 1.853 1.493 -0.07
C 4.004 0.848 0.342 -0.25
C 0.119 0.641 -0.021 -0.19
C 0.199 0.907 1.333 -0.31
H 1.120 1.404 5.073 0.20
H -0.280 1.751 4.032 0.17
H 1.371 2.178 3.483 0.20
H 1.563 -2.002 2.355 0.22
H 1.428 -2.465 -0.062 0.21
H 0.788 -1.825 -2.263 0.20
H -2.272 0.931 -3.880 0.52
H -1.102 -2.741 -1.569 0.21
H -1.967 -3.927 0.413 0.23
H -3.893 0.443 -0.953 0.23
H -5.997 -0.668 0.932 0.22
H -4.797 0.084 1.988 0.23
H -4.902 -1.814 3.392 0.19
H -6.308 -3.772 2.795 0.22
H -6.538 -3.125 1.167 0.21
H -7.204 -2.262 2.566 0.21
H 3.536 -1.004 -3.154 0.21
H 3.104 -1.045 -1.429 0.21
H 5.120 0.321 -2.056 0.20
H 4.065 1.421 -2.963 0.24
H 2.868 3.054 -1.873 0.21
H 1.879 1.958 -0.871 0.18
H 2.084 4.103 0.296 0.19
H 3.866 4.045 0.148 0.17
H 4.041 1.337 2.454 0.19
H 5.016 2.425 1.418 0.17
H 4.894 0.214 0.354 0.20
H 3.113 0.220 0.496 0.18
H -0.317 1.382 -0.676 0.22
H -0.153 1.856 1.702 0.23
```

As for the orbital gap: 7.9 eV. The LUMO energy is -0.34 eV.

B | Molecular formula: C27H30N2O6
Method: DFT, the ωB97M-V functional and the def2-TZVPD basis

The geometry in XYZ format:
```
65
Properties=species:S:1:pos:R:3:nbo_charge:R:1
C 4.611 5.062 -0.155 -0.25
O 4.769 3.665 -0.136 -0.48
C 3.676 2.892 0.093 0.27
C 2.392 3.365 0.306 -0.32
C 1.336 2.490 0.521 -0.14
C 1.557 1.124 0.531 -0.17
C 0.506 0.115 0.830 0.69
O 0.732 -0.796 1.620 -0.66
N -0.692 0.222 0.204 -0.41
C -0.937 1.035 -0.963 -0.28
C -1.929 2.128 -0.707 0.29
C -2.277 2.811 0.421 -0.32
C -3.297 3.717 0.038 -0.31
C -3.488 3.520 -1.292 0.08
O -2.665 2.560 -1.751 -0.41
C -1.687 -0.825 0.496 -0.15
C -1.347 -1.976 -0.470 0.69
O -1.750 -2.042 -1.616 -0.65
N -0.489 -2.854 0.073 -0.61
C 0.161 -3.897 -0.692 -0.07
C 0.163 -5.222 0.089 -0.41
C 1.553 -5.297 0.716 -0.40
C 2.447 -4.742 -0.388 -0.40
C 1.649 -3.556 -0.935 -0.41
C -3.096 -0.296 0.453 -0.10
C -3.860 -0.250 -0.705 -0.12
C -5.129 0.298 -0.689 -0.31
C -5.656 0.817 0.486 0.31
O -6.891 1.385 0.539 -0.66
C -4.907 0.753 1.657 -0.27
C -3.646 0.198 1.634 -0.16
C 2.854 0.639 0.346 -0.28
C 3.911 1.497 0.117 0.33
O 5.198 1.114 -0.092 -0.49
C 5.498 -0.260 -0.048 -0.25
H 5.603 5.466 -0.349 0.20
H 4.249 5.440 0.807 0.18
H 3.929 5.381 -0.950 0.18
H 2.194 4.424 0.310 0.22
H 0.350 2.889 0.698 0.22
H -1.331 0.396 -1.763 0.24
H 0.013 1.456 -1.309 0.24
H -1.883 2.673 1.407 0.23
H -3.811 4.410 0.671 0.23
H -4.147 3.980 -2.001 0.20
H -1.475 -1.154 1.519 0.25
H -0.061 -2.616 0.960 0.43
H -0.399 -3.976 -1.626 0.24
H -0.639 -5.247 0.825 0.22
H 0.023 -6.054 -0.601 0.21
H 1.825 -6.310 1.009 0.21
H 1.605 -4.655 1.596 0.20
H 3.430 -4.446 -0.025 0.21
H 2.581 -5.495 -1.166 0.20
H 1.856 -3.369 -1.988 0.22
H 1.895 -2.651 -0.377 0.21
H -3.472 -0.659 -1.623 0.24
H -5.711 0.331 -1.600 0.21
H -7.300 1.355 -0.335 0.48
H -5.330 1.146 2.567 0.22
H -3.070 0.157 2.547 0.21
H 3.005 -0.428 0.392 0.23
H 6.571 -0.330 -0.221 0.20
H 5.259 -0.693 0.928 0.18
H 4.969 -0.814 -0.831 0.18
```

As for the orbital gap: 8.7 eV. The LUMO energy is 0.71 eV.

Referenced to the most stable arrangement, the calculated values in kcal/mol are A 0.0; B 1.8.